150
Properties=species:S:1:pos:R:3:forces:R:3:mulliken_charge:R:1 method="wB97M-V/def2-TZVPD" multiplicity=1 de_lowest_ev=1.8178 smiles=CC1(C)CCCC(C)(C)N1O.CC1(C)CCCC(C)(C)N1O.CC1(C)CCCC(C)(C)N1O.CC1(C)CCCC(C)(C)N1O.CC1(C)CCCC(C)(C)N1O largest_force_ha_per_bohr=0.0529
H 5.77656 -3.33576 -4.49634 0.073 -0.004 0.202 0.52
C -0.68162 6.73656 4.76135 0.020 -0.136 0.383 1.87
H -4.25371 -0.96329 3.20985 0.362 0.403 -0.115 0.65
H -4.13774 -3.51604 0.59048 0.090 0.100 -0.387 0.35
H -1.80082 6.90411 6.64629 -0.249 -0.074 -0.494 0.42
N -4.43832 -0.76843 -0.18894 0.995 -0.817 0.221 0.84
H -2.64612 0.49021 2.39399 -0.275 -0.031 0.110 0.18
C -1.23260 4.25860 4.43427 -1.294 0.160 -0.319 2.29
H 0.86108 -4.16147 -4.60571 0.043 0.037 0.221 0.42
C 2.87850 -3.39437 -8.21757 0.101 0.317 0.064 -1.96
H -2.06169 0.28015 0.81844 -0.327 -0.130 -0.458 -0.16
H 2.25689 -2.33197 4.98481 -0.273 0.040 -0.049 0.44
H 0.34420 -2.46697 -4.56813 0.014 -0.162 0.392 0.38
H -1.02935 8.75410 5.31705 0.521 0.624 -0.532 0.45
H -1.14987 3.14567 6.32562 -0.150 -0.295 -0.623 0.41
C 2.08836 4.82993 -1.57315 -0.992 0.527 0.791 -2.03
C -0.71040 -3.27480 3.28455 0.703 0.774 -0.328 -1.06
C 0.02974 -1.93586 3.50177 -0.281 -0.685 -0.196 -0.98
C -2.37287 3.44522 3.81292 0.662 -1.707 -0.281 -2.57
H 2.59946 -1.66762 -4.34167 0.233 -0.012 -0.009 0.23
H 0.85284 4.03794 4.78257 0.031 -0.122 -0.065 0.26
H -1.03860 -4.57887 1.68152 -0.060 0.109 -0.755 0.51
H 1.17145 -5.26127 -7.62658 -0.266 -0.310 0.270 0.44
H 3.74828 -3.93516 -8.58638 -0.339 -0.167 -0.472 0.44
H -2.45109 4.28610 6.31642 -0.378 -0.072 -0.864 0.47
C 0.81504 -3.60055 1.21543 0.882 -0.495 -1.082 2.14
H 0.46759 -2.93815 -6.87908 0.117 -0.705 -0.246 0.55
H 1.42657 5.93850 4.69991 -0.308 0.040 0.511 0.32
H 1.67655 0.07018 3.93463 0.393 -0.150 0.183 0.38
C -2.96085 0.59695 1.35037 0.870 -0.292 0.204 -1.69
H 1.37856 0.19910 2.23580 -0.445 -0.426 -0.029 0.17
H -6.22566 -2.07098 2.31728 -0.058 0.159 -0.323 0.42
O 4.79827 -4.45228 -6.45722 0.092 -0.494 0.296 -0.52
H -7.27375 -2.46713 -0.97721 -0.288 0.073 0.146 0.50
C 1.40303 -2.95492 -6.32143 0.663 0.673 1.420 -1.50
H -1.23141 -2.79946 1.37746 0.156 -0.256 -0.838 -0.03
H 1.69570 2.04502 -5.14002 0.246 -0.293 -0.143 0.47
C 0.81198 6.80024 4.43364 0.495 -0.481 -1.158 -1.67
H -5.03103 -3.52703 -1.96180 -0.550 0.050 -0.032 0.40
O 2.96232 -2.59317 1.19720 -0.045 0.354 0.224 -0.65
H 4.90928 -1.81793 -4.43460 -0.027 -0.008 0.002 0.45
H 5.08816 -2.77544 -2.97548 -0.446 -0.313 0.102 0.28
N 1.63059 -2.44108 1.62443 -2.351 0.633 0.090 1.28
H 0.02855 -1.71053 4.56880 0.133 0.329 -0.046 0.58
H -1.76491 -3.13876 3.53378 -0.050 0.046 -0.063 0.53
H -0.48421 -1.13448 2.96236 -0.383 -0.092 0.123 0.02
H 2.40436 -2.80152 -3.01772 -0.269 0.010 0.009 -0.53
C 1.98308 -5.32695 -6.89459 -0.053 -0.390 -1.115 -1.77
C -5.29914 -1.94198 -0.45400 -0.315 0.597 0.353 1.78
H -0.10835 7.14535 6.78966 -0.014 0.303 -0.335 0.46
H 0.12143 -2.58008 -0.52986 0.582 0.296 -0.165 0.22
H -0.67746 -0.03193 -1.73823 -0.085 -0.285 0.364 0.54
H 0.93949 6.83019 3.34491 -0.123 0.293 0.019 0.37
H -0.07943 1.74239 -3.44134 0.050 0.190 -0.038 0.53
C 2.21140 0.02930 -1.52251 0.220 0.996 0.809 -0.87
C -0.12685 0.66115 -1.11018 0.118 1.828 0.633 -2.28
H 3.09679 0.29216 -2.10097 0.288 -0.645 0.250 0.29
H -0.73045 1.55727 -0.90381 -0.322 -0.019 -0.833 0.57
H 2.25392 5.03296 -0.51245 0.121 -0.194 -0.012 0.35
H 0.14281 2.56787 4.22657 -0.358 0.013 0.062 0.31
H 5.34261 -3.79668 -6.90722 0.034 -0.031 0.069 0.36
H 3.13678 -2.33261 -8.19927 0.185 -0.025 0.334 0.41
H 1.63898 -5.83533 -5.99588 -0.140 0.565 0.246 0.28
H 2.61404 5.60743 -2.12714 0.217 -0.267 -0.216 0.39
H 0.01993 0.38274 -0.06239 0.385 -1.021 -0.325 -0.27
H 2.96041 1.45218 -3.98316 -0.172 -0.570 -0.355 0.26
O -1.47157 5.88099 2.68181 0.295 -0.118 -0.110 -0.47
H 3.34422 -4.76036 -2.72530 0.063 0.262 -0.036 0.28
H -5.41149 0.76773 -0.82055 0.037 -0.061 -0.044 0.33
H 1.56850 -3.63917 -0.89011 0.116 0.247 0.140 0.32
O -4.61777 0.27802 -1.09906 -0.237 0.084 -0.061 -0.50
H -0.07155 -4.23859 -0.71407 0.235 -0.431 0.341 0.44
H 2.86904 -5.61443 -4.13189 0.214 -0.024 -0.319 0.28
H 0.44715 4.91463 6.84901 -0.009 -0.225 -0.575 0.38
H -5.89242 -3.74249 0.50044 0.175 -0.186 -0.341 0.50
N 3.71281 -3.71349 -5.96761 -0.859 1.645 -0.775 0.46
C -5.10004 -3.00082 0.62356 -0.472 -0.269 1.208 -1.40
H 4.64854 3.74081 -2.06895 -0.252 -0.041 -0.454 0.42
C -4.92409 -2.44795 -1.85081 0.644 0.204 -0.148 -1.78
C 2.42329 -2.63181 3.94310 0.075 0.234 1.035 -1.87
C 2.43553 3.42229 -1.97514 0.351 -1.487 -0.307 1.59
H -6.96439 -0.75766 -1.13933 -0.104 -0.038 0.007 0.39
C -4.12717 -1.38003 2.21135 -1.396 -1.322 -0.065 -0.56
H -3.87327 -2.25364 -2.07633 0.056 0.076 0.342 0.35
H 1.34590 -5.12011 2.64206 -0.425 -0.298 -0.106 0.34
H -5.46665 -1.87201 -2.60005 -0.207 -0.362 -0.119 0.37
H -7.33445 -1.40552 0.45117 0.334 -0.186 0.224 0.30
C -0.84661 6.53476 6.25579 0.250 -0.217 1.941 -1.43
H 3.47221 -2.37287 3.79465 -0.060 -0.184 -0.488 0.35
H 0.69532 0.20745 -3.72478 0.053 -0.150 0.229 0.07
H -2.25534 3.39449 2.73012 -0.374 0.242 -0.026 0.59
H -2.34449 8.09724 4.41508 -0.003 -0.135 -0.015 0.44
C 1.17994 1.11002 -1.81501 -0.911 -0.874 -0.214 2.46
H -3.08965 1.67340 1.24500 -0.183 -0.072 -0.538 0.67
C -6.80818 -1.61517 -0.47723 -0.001 0.177 -0.956 -1.91
H 2.67788 -6.04143 -7.34538 0.365 0.346 0.031 0.40
C 3.66098 -3.56933 -4.53191 0.074 -0.706 1.400 1.75
H 3.01827 3.83178 -3.94587 0.149 -0.311 -0.118 0.53
H -3.40467 3.57262 4.13970 0.103 1.082 -0.121 0.49
H 1.35656 3.98298 -3.83748 -0.484 -0.225 0.587 0.38
H 2.54007 -4.98623 1.46907 -0.097 0.042 -0.785 0.35
C 2.43650 -2.72349 -4.10406 0.457 -0.278 -0.286 -0.10
H 2.32052 0.24180 -0.45041 0.884 -0.501 -0.030 0.41
N -1.46768 5.67169 4.08174 0.030 0.737 0.917 0.15
H 0.61916 3.77924 3.09852 -0.776 0.501 -0.308 0.31
H -2.22286 2.40973 4.15076 0.298 -0.029 -0.144 0.40
C 2.15720 3.32124 -3.49561 0.787 0.481 -0.554 -1.52
C 1.45520 -4.95416 1.56405 0.033 0.374 1.112 -1.94
C 1.47240 -1.87866 2.99425 1.562 -0.845 0.134 1.84
H 2.93267 -0.28083 2.66820 0.169 -0.205 0.560 0.47
C -4.23176 -0.26940 1.13837 0.229 1.454 2.288 1.83
H -5.27742 1.72697 1.33152 -0.041 -0.214 -0.685 0.54
H 4.59866 -5.41398 -3.69595 0.022 -0.026 -0.519 0.41
H 1.27840 7.69303 4.84872 -0.122 0.047 0.065 0.44
H 0.81293 2.63956 0.36799 0.192 0.127 0.329 0.31
C 4.91073 -2.84238 -4.04801 0.735 0.537 -0.931 -2.14
C 0.65016 -3.51484 -0.31868 -0.862 0.156 -0.056 -2.14
C -5.35197 0.68397 1.64857 -0.873 0.091 0.518 -2.04
C 3.63027 -4.91987 -3.77197 -0.541 -0.144 0.661 -1.53
H -5.03833 -3.22648 2.80731 -0.007 -0.211 -0.174 0.46
N 1.59699 2.41434 -1.30201 -1.354 0.940 -0.312 0.49
C -0.58944 -3.58854 1.77874 -0.803 0.204 1.950 -1.27
C 1.17564 -3.13567 -4.81377 -0.908 -0.005 -0.603 -0.75
H 3.03660 -1.85727 0.57387 0.254 -0.179 -0.005 0.37
H -0.38228 -4.07417 3.95263 0.427 0.043 -0.130 0.55
C 0.86340 1.20471 -3.31171 0.582 0.366 -0.386 -1.09
C 2.51514 -3.88900 -6.82012 -0.086 0.083 0.311 1.66
C -1.25110 8.14367 4.44655 -0.806 -1.602 -0.129 -2.00
H -2.35613 6.23135 2.52794 0.063 -0.095 -0.099 0.34
H -6.36029 0.29569 1.47670 0.041 0.131 -0.251 0.26
H 1.99612 -3.41585 -8.85920 0.208 -0.560 -0.250 0.39
H -5.31775 0.82168 2.73438 0.314 -0.351 0.004 0.40
C -1.43893 4.12812 5.93864 0.959 0.271 2.479 -1.32
C 1.89545 -0.41724 2.98354 -0.017 0.803 -0.809 -2.10
C 0.12574 3.64946 4.06339 1.042 -0.237 0.746 -1.62
H -3.21066 -1.97240 2.22392 0.392 0.491 -0.409 -0.55
H 1.75412 -1.91615 -6.37165 0.217 -0.063 -0.420 0.39
H 4.05998 3.31753 -0.53767 -0.400 -0.107 0.073 0.31
H 0.91863 -5.71474 1.00176 0.346 -0.307 0.067 0.48
C 3.88696 3.11073 -1.59819 0.911 0.336 0.355 -1.53
H 4.15885 2.06276 -1.72233 -0.069 0.050 -0.307 0.31
C -0.63115 5.11504 6.81247 0.663 0.493 -1.121 -0.91
O 1.72272 2.43436 0.11751 -0.105 -0.144 -0.509 -0.41
H -0.91450 8.41077 3.44783 0.240 0.760 0.294 0.40
H 1.01752 4.97009 -1.74915 0.040 0.115 -0.007 0.46
C 1.98049 1.91711 -4.09801 -0.299 0.965 1.236 -0.58
H 1.88576 -1.00446 -1.61372 -0.124 0.074 -0.422 -0.52
H -0.85114 5.07631 7.88089 -0.683 -0.058 -0.131 0.43
C -5.23551 -2.45214 2.06336 0.850 0.433 -0.486 -0.95
H 2.30424 -3.71401 3.92101 0.005 0.021 -0.189 0.30